[1]
This record from the Open Molecules 2025 dataset describes C31H25F5N5O2Pd as an isolated structure in a non-equilibrium geometry. The level of theory is the ωB97M-V functional and the def2-TZVPD basis.

total energy	-2247.91658	Eh
molecular weight	701.0	g/mol
expectation value of S²	2.0062
ΔE to the lowest compared entry with this formula, charge and spin	4.4	kcal/mol
lowest unoccupied orbital energy (spin up / spin down)	2.001 / 2.005	eV

ORCA input file:
```
! wB97M-V def2-TZVPD RIJCOSX def2/J DEFGRID3
* xyz -1 3
Pd 0.7819 -0.0407 -0.1252
C -1.8962 -1.3143 -1.8950
C -1.0699 -2.5767 -1.8852
C -1.0452 -3.3868 -3.0176
C -0.3541 -4.5885 -3.0182
C 0.2858 -4.9914 -1.8552
C 0.2868 -4.2070 -0.6994
C 0.9472 -4.7298 0.5489
C -0.3628 -2.9577 -0.7253
N -0.2783 -2.0067 0.3176
C -0.5883 -2.2252 1.5936
O -1.0650 -3.2346 2.1317
C -0.3862 -0.9921 2.4646
C -0.6033 -0.9891 3.8267
C -0.4898 0.2193 4.5053
C -0.2149 1.3916 3.8070
C -0.0163 1.3035 2.4427
N -0.0771 0.1303 1.8312
C 0.1474 2.5249 1.5486
O 0.0262 3.6338 2.0829
N 0.3346 2.2348 0.2517
C 0.2111 3.2858 -0.6819
C -1.0509 3.8709 -0.9043
C -2.2406 3.4484 -0.0849
C -1.1989 4.8267 -1.9084
C -0.1285 5.2093 -2.7022
C 1.1109 4.6231 -2.4858
C 1.2984 3.6678 -1.4875
C 2.6583 3.0580 -1.2730
H -2.0906 -0.9824 -2.9185
H -1.4209 -0.5127 -1.3444
H -2.8598 -1.4860 -1.4052
H -1.5862 -3.0704 -3.9084
H -0.3303 -5.2130 -3.9063
H 0.8075 -5.9448 -1.8337
H 1.4538 -5.6744 0.3394
H 0.2043 -4.8849 1.3323
H 1.6766 -4.0263 0.9426
H -0.8653 -1.9193 4.3106
H -0.6470 0.2540 5.5774
H -0.1643 2.3654 4.2752
H -2.2858 2.3582 -0.0005
H -3.1675 3.8057 -0.5381
H -2.1668 3.8408 0.9324
H -2.1769 5.2725 -2.0670
H -0.2575 5.9539 -3.4807
H 1.9590 4.9079 -3.1026
H 3.3400 3.3289 -2.0831
H 2.6038 1.9786 -1.2189
H 3.0930 3.3868 -0.3248
F 3.0434 -2.0437 -0.5489
C 2.6328 -1.0532 0.3055
F 2.5524 -1.6253 1.5567
C 3.8600 -0.1253 0.4273
F 4.2521 0.2674 -0.8023
F 4.9108 -0.7389 1.0071
F 3.5941 0.9623 1.1568
N 2.5897 -2.9188 -5.9091
C 2.0608 -2.1218 -5.2729
C 1.3753 -1.1033 -4.5013
C 0.4795 -0.2442 -5.1129
C -0.1516 0.7142 -4.3460
C 0.1425 0.7845 -2.9955
N 1.0110 -0.0420 -2.4062
C 1.6082 -0.9745 -3.1418
H 0.2901 -0.3322 -6.1748
H -0.8663 1.4049 -4.7750
H -0.3146 1.5389 -2.3690
H 2.2789 -1.6493 -2.6224
*
```

***

[2]
This record from the Open Molecules 2025 dataset describes C31H26Cl2N3O2S2Sn as an isolated structure. The level of theory is the ωB97M-V functional and the def2-TZVPD basis.

total energy	-3442.75879	Eh
molecular weight	726.3	g/mol
lowest unoccupied orbital energy (spin up / spin down)	1.828 / 1.829	eV

ORCA input file:
```
! wB97M-V def2-TZVPD RIJCOSX def2/J DEFGRID3
* xyz -1 1
Sn 0.7440 -0.3931 -0.1636
S -1.1366 1.4478 -1.6082
C -0.1119 2.1954 -2.6675
N 0.1549 3.5371 -2.5556
C 1.1834 4.1343 -3.3657
C 1.0589 3.5937 -4.7659
N 1.2350 2.1569 -4.7007
C 1.6860 1.4972 -5.9161
C 2.8746 2.1882 -6.5288
C 2.8082 2.8206 -7.7609
C 3.9275 3.4431 -8.2977
C 5.1237 3.4424 -7.6013
C 5.2000 2.8111 -6.3652
C 4.0851 2.1869 -5.8367
C 0.5716 1.4335 -3.7486
S 0.5152 -0.2197 -3.7939
C -0.5413 4.4039 -1.6323
C -1.4643 5.3462 -2.3629
C -2.5577 4.8247 -3.0545
C -3.4028 5.6594 -3.7619
C -3.1697 7.0305 -3.7900
C -2.0878 7.5560 -3.1066
C -1.2390 6.7140 -2.3970
H 2.1823 3.8902 -2.9717
H 1.0683 5.2189 -3.3550
H 1.8256 4.0207 -5.4123
H 0.0738 3.8453 -5.1846
H 0.8621 1.4087 -6.6364
H 1.9639 0.4797 -5.6363
H 1.8708 2.8284 -8.3034
H 3.8618 3.9334 -9.2602
H 5.9952 3.9285 -8.0164
H 6.1324 2.8023 -5.8168
H 4.1362 1.6938 -4.8746
H 0.1861 4.9647 -1.0366
H -1.1038 3.7744 -0.9389
H -2.7324 3.7570 -3.0285
H -4.2507 5.2427 -4.2897
H -3.8327 7.6824 -4.3439
H -1.9000 8.6219 -3.1226
H -0.3942 7.1250 -1.8573
Cl -0.4782 -7.3202 3.5540
C 0.0223 -5.7565 2.9517
C 1.2910 -5.2668 3.3034
C 1.7018 -4.0487 2.8567
Cl 3.2735 -3.4617 3.3076
C 0.8920 -3.1901 2.0150
O 1.2970 -2.0656 1.6496
C -0.3795 -3.7555 1.6732
C -1.3127 -3.0694 0.8286
O -1.1574 -2.0204 0.2216
C -0.7941 -5.0112 2.1553
H 1.9430 -5.8571 3.9321
H -2.2936 -3.5785 0.7363
H -1.7735 -5.3844 1.8823
N 0.1356 1.2227 0.7190
C -0.5112 1.8254 1.7367
C -0.2065 3.1623 2.0770
C -0.8696 3.8177 3.0967
C -1.8592 3.1726 3.8293
C -2.1741 1.8551 3.5125
C -1.5264 1.1946 2.4879
H 0.5755 3.6538 1.5135
H -0.6064 4.8447 3.3271
H -2.3753 3.6838 4.6313
H -2.9432 1.3340 4.0727
H -1.7840 0.1732 2.2411
*
```

***

[3]
This record from the Open Molecules 2025 dataset describes a 2-piece molecular cluster, C31H26ClF13N3O3S overall in a non-equilibrium geometry. The level of theory is the ωB97M-V functional and the def2-TZVPD basis.

total energy	-3743.19718	Eh
molecular weight	803.1	g/mol
lowest unoccupied orbital energy	-4.324	eV

ORCA input file:
```
! wB97M-V def2-TZVPD RIJCOSX def2/J DEFGRID3
* xyz 1 1
N 1.0518 -0.6662 -6.5028
C 2.2112 -0.7683 -6.4004
O 3.4731 -0.9148 -6.0498
C 3.5635 -1.1834 -4.6784
C 2.9792 -2.3442 -4.1975
C 3.0757 -2.5902 -2.8240
C 2.4052 -3.8257 -2.2160
C 0.8595 -3.5540 -2.2511
C 0.3799 -2.8829 -0.9498
F 0.5295 -3.8361 0.0209
F 1.2272 -1.8719 -0.6178
C -1.1385 -2.4865 -1.0055
F -1.7998 -3.3506 -0.2055
F -1.6353 -2.7162 -2.2402
C -1.4959 -1.0601 -0.4720
F -2.8286 -1.0734 -0.2601
F -0.9213 -0.8866 0.7254
C -1.2268 0.0378 -1.5484
F -2.2589 -0.0077 -2.3960
F -0.1534 -0.2267 -2.3231
S -1.0789 1.8235 -0.9334
F 0.2176 1.4867 -0.0701
F -0.1234 2.1614 -2.1863
F -2.3183 2.2809 -1.8372
F -2.0807 1.5778 0.2688
F -0.9316 3.3368 -0.4686
C 3.7761 -1.6971 -2.0437
N 4.3348 -0.5836 -2.5330
C 5.0468 0.3945 -1.6764
C 5.1618 0.0240 -0.1919
N 3.8590 0.2822 0.4780
C 4.2237 -0.2944 -3.8439
C 4.7729 0.9622 -4.4949
C 3.5275 1.8239 -4.9838
C 3.5884 3.2815 -4.4985
Cl 2.7518 3.5041 -2.9139
H 2.4487 -3.0366 -4.8539
H 2.5872 -4.6858 -2.8758
H 2.7706 -4.0353 -1.2046
H 0.2651 -4.4361 -2.5110
H 0.6720 -2.8112 -3.0457
H 3.8305 -1.9535 -0.9882
H 4.5925 1.3900 -1.8014
H 6.0735 0.4877 -2.0730
H 5.9831 0.5893 0.2763
H 5.4275 -1.0391 -0.0962
H 3.9545 1.1853 0.9302
H 3.7398 -0.4430 1.1775
H 5.3657 1.6005 -3.8365
H 5.3490 0.7255 -5.3976
H 2.6247 1.3828 -4.5246
H 3.3835 1.7242 -6.0678
H 3.0171 3.8888 -5.2140
H 4.6105 3.6749 -4.4612
C -7.5737 0.1146 7.2857
C -7.7079 -0.8330 6.2755
C -6.7610 -0.9134 5.2677
C -5.6810 -0.0387 5.2585
C -5.5593 0.9280 6.2599
C -6.5029 0.9933 7.2780
C -4.4370 1.9040 6.2403
O -4.3266 2.7418 7.1108
C -3.4546 1.8369 5.1237
C -2.4310 2.7749 5.0558
C -1.5034 2.7142 4.0285
C -1.5896 1.7098 3.0688
C -2.6110 0.7767 3.1300
C -3.5511 0.8420 4.1502
C -4.6624 -0.1470 4.1816
O -4.7363 -1.0203 3.3405
H -8.3101 0.1698 8.0772
H -8.5521 -1.5105 6.2770
H -6.8642 -1.6542 4.4859
H -6.4032 1.7328 8.0614
H -2.3609 3.5545 5.8029
H -0.7097 3.4489 3.9745
H -0.8605 1.6599 2.2736
H -2.6807 -0.0012 2.3815
*
```

***

[4]
This record from the Open Molecules 2025 dataset describes C31H26CoFI2N5O as an isolated structure in a non-equilibrium geometry. The level of theory is the ωB97M-V functional and the def2-TZVPD basis.

total energy	-3623.93562	Eh
molecular weight	816.3	g/mol
expectation value of S²	0.7974
ΔE to the lowest compared entry with this formula, charge and spin	20.3	kcal/mol
lowest unoccupied orbital energy (spin up / spin down)	-0.160 / -0.149	eV

ORCA input file:
```
! wB97M-V def2-TZVPD RIJCOSX def2/J DEFGRID3
* xyz 0 2
Co 0.2380 -0.4874 -0.1194
I -4.6805 2.5734 4.9141
C -3.5096 1.3734 3.6639
C -3.2344 0.0609 4.0267
C -2.4594 -0.7180 3.1841
I -2.0309 -2.6934 3.7225
C -1.9287 -0.2454 1.9539
O -1.2117 -0.9839 1.1626
C -2.2326 1.1032 1.6353
C -1.6744 1.6918 0.3681
N -0.1948 1.6274 0.3514
C 0.4354 2.4401 -0.6919
C 0.7065 1.6789 -1.9715
C 1.3791 2.2693 -3.0350
C 1.5610 1.5455 -4.1966
C 1.0376 0.2617 -4.2724
C 0.3972 -0.2494 -3.1620
N 0.2618 0.4287 -2.0171
C -3.0067 1.8879 2.4824
H -3.6158 -0.3490 4.9537
H -2.0124 2.7263 0.2826
H -2.0368 1.1504 -0.5098
H 0.1432 1.9271 1.2544
H 1.3771 2.8411 -0.3170
H -0.1943 3.2969 -0.9514
H 1.7492 3.2865 -2.9429
H 2.1040 1.9739 -5.0320
H 1.1271 -0.3343 -5.1708
H -0.0329 -1.2415 -3.1721
H -3.2209 2.9170 2.2072
F 4.8503 -4.9452 1.4885
C 4.1855 -3.7721 1.3548
C 3.1096 -3.5123 2.1751
C 2.4247 -2.3119 2.0224
C 2.7897 -1.3745 1.0531
C 1.9968 -0.1395 0.8533
C 3.9002 -1.6771 0.2642
C 4.6033 -2.8695 0.4063
H 2.8127 -4.2441 2.9209
H 1.5596 -2.1032 2.6518
H 2.5592 0.6293 0.3162
H 1.6061 0.2580 1.7920
H 4.2219 -0.9564 -0.4836
H 5.4662 -3.0998 -0.2088
C 1.4427 -4.4013 -1.7198
C 1.3200 -3.0453 -1.5103
N 0.4212 -2.5281 -0.6612
C -0.3642 -3.3635 0.0149
C -0.3361 -4.7415 -0.1502
C 0.6028 -5.2619 -1.0240
C -1.2162 -5.6291 0.6399
C -2.4775 -5.4538 1.0360
C -3.4489 -4.3854 0.7008
C -4.5878 -4.2424 1.4804
C -5.4663 -3.2273 1.1550
N -5.2644 -2.4078 0.1227
C -4.1539 -2.6431 -0.5770
N -3.2430 -3.5841 -0.3490
H 2.1985 -4.7778 -2.3992
H 1.9732 -2.3457 -2.0172
H -1.0369 -2.8983 0.7275
H 0.6857 -6.3368 -1.1556
H -0.7355 -6.5442 0.9773
H -2.8826 -6.2126 1.7002
H -4.7692 -4.8905 2.3303
H -6.3650 -3.0578 1.7398
H -3.9758 -1.9963 -1.4306
*
```

***

[5]
This record from the Open Molecules 2025 dataset describes C31H26F5InO3 as an isolated structure in a non-equilibrium geometry. The level of theory is the ωB97M-V functional and the def2-TZVPD basis.

total energy	-2111.22064	Eh
molecular weight	656.4	g/mol
ΔE to the lowest compared entry with this formula, charge and spin	60.2	kcal/mol
lowest unoccupied orbital energy	-11.250	eV

ORCA input file:
```
! wB97M-V def2-TZVPD RIJCOSX def2/J DEFGRID3
* xyz 2 1
In 1.3277 1.7768 -0.0230
O -1.6689 -1.3873 5.0931
C -0.9389 -0.6558 4.2538
O -1.3820 0.3618 3.7528
O 0.2083 -0.9737 3.8737
H -2.3972 -0.7868 5.2677
F 2.2371 -4.0552 -0.5552
C 2.2812 -5.4355 -0.7126
C 2.0142 -6.2087 0.4116
C 2.0641 -7.5865 0.3006
C 2.2374 -8.1985 -0.9200
C 2.5341 -7.4170 -2.0713
C 2.5885 -6.0202 -1.9570
H 1.7944 -5.9125 1.4266
H 1.8810 -8.1823 1.1826
H 2.1445 -9.2745 -0.9194
H 2.7785 -7.8727 -3.0195
H 2.8096 -5.3553 -2.7789
F 3.3347 3.7704 5.0343
C 3.6117 4.3881 6.1894
C 3.7803 3.6568 7.3516
C 4.0307 4.3434 8.5588
C 4.1797 5.7364 8.6237
C 4.0439 6.4699 7.4248
C 3.8168 5.7926 6.2257
H 3.6934 2.5804 7.3657
H 4.1514 3.7543 9.4559
H 4.3584 6.2262 9.5695
H 4.0197 7.5490 7.4627
H 3.6846 6.3436 5.3062
F 5.1720 0.1036 -3.7589
C 5.7139 0.2838 -4.9909
C 7.0199 0.7963 -5.1904
C 7.5706 0.9477 -6.4991
C 6.7774 0.5429 -7.5880
C 5.4751 0.1279 -7.3986
C 4.9528 -0.0168 -6.0958
H 7.5884 1.1244 -4.3328
H 8.5833 1.3053 -6.6126
H 7.1842 0.5333 -8.5884
H 4.8993 -0.2698 -8.2212
H 3.9367 -0.3799 -6.0490
F -2.9854 -1.7571 -1.0217
C -4.2334 -2.3850 -1.0034
C -5.1785 -2.0553 0.0151
C -6.4881 -2.5133 -0.1203
C -6.7975 -3.3645 -1.1637
C -5.8457 -3.6623 -2.1215
C -4.5486 -3.2401 -1.9951
H -4.9208 -1.2760 0.7170
H -7.2380 -2.2498 0.6109
H -7.7915 -3.7822 -1.2255
H -6.0446 -4.3966 -2.8880
H -3.8275 -3.6618 -2.6796
F -3.9221 3.5906 -0.7711
C -5.2283 3.9530 -0.9211
C -5.9076 3.5847 -2.0732
C -7.2430 3.8580 -2.1870
C -7.8939 4.7048 -1.2194
C -7.1683 5.1228 -0.1545
C -5.8430 4.7144 0.0471
H -5.3557 3.0823 -2.8539
H -7.8162 3.5145 -3.0354
H -8.9087 5.0406 -1.3742
H -7.6363 5.6772 0.6454
H -5.2703 4.9749 0.9249
*
```

***

[6]
This record from the Open Molecules 2025 dataset describes a 2-piece molecular cluster, C31H26N overall in a non-equilibrium geometry. The level of theory is the ωB97M-V functional and the def2-TZVPD basis.

total energy	-1251.41193	Eh
molecular weight	412.6	g/mol
lowest unoccupied orbital energy	-5.037	eV

ORCA input file:
```
! wB97M-V def2-TZVPD RIJCOSX def2/J DEFGRID3
* xyz 1 1
C 3.9821 -3.2748 3.4175
C 2.7701 -3.4923 4.0863
C 1.7315 -2.5687 3.9738
C 1.9401 -1.3452 3.2955
C 0.8748 -0.3520 3.1561
C -0.4723 -0.7763 3.0465
C -1.5874 0.0385 3.0173
C -2.9529 -0.4188 3.1148
C -4.0071 0.5253 3.2435
C -5.3333 0.1209 3.3712
C -5.6600 -1.2436 3.3794
C -4.6373 -2.1942 3.2774
C -3.3044 -1.7963 3.1432
C 1.2662 1.0591 3.1463
C 0.6359 1.9939 2.3079
C 0.8511 3.3607 2.4433
C 1.8012 3.8235 3.3596
C 2.5294 2.9059 4.1270
C 2.2950 1.5384 4.0002
C 3.2036 -1.1044 2.7047
C 4.1909 -2.0837 2.7079
H 4.7613 -4.0386 3.4386
H 2.6268 -4.3915 4.6891
H 0.7647 -2.7580 4.4425
H -0.6409 -1.8579 3.0369
H -1.4403 1.1122 3.0172
H -3.7572 1.5877 3.2681
H -6.1196 0.8669 3.4961
H -6.7004 -1.5593 3.4862
H -4.8849 -3.2557 3.3341
H -2.5174 -2.5478 3.0848
H -0.0602 1.6124 1.5665
H 0.2556 4.0605 1.8575
H 1.9739 4.8956 3.4675
H 3.2744 3.2623 4.8399
H 2.8719 0.8270 4.5971
H 3.3907 -0.1434 2.2190
H 5.1209 -1.9049 2.1672
C -1.9517 1.9812 -3.9315
C -1.8645 1.7391 -2.4495
C -1.4441 0.4967 -2.0038
C -1.3107 0.2558 -0.6276
N -1.6665 1.1427 0.2989
C -2.1061 2.3705 -0.0907
C -2.2086 2.7314 -1.4883
C -2.6375 4.0468 -1.7977
C -2.9613 4.9587 -0.8019
C -2.8690 4.5989 0.5543
C -2.4316 3.3286 0.8993
H -2.2755 2.9982 -4.1629
H -0.9776 1.8114 -4.4182
H -2.6607 1.2791 -4.3987
H -1.2031 -0.2974 -2.7087
H -0.9010 -0.6906 -0.2746
H -2.7179 4.3372 -2.8433
H -3.2931 5.9614 -1.0742
H -3.1354 5.3136 1.3340
H -2.3235 3.0390 1.9461
*
```

***

[7]
This record from the Open Molecules 2025 dataset describes C31H26N5O7PPb as an isolated structure. The level of theory is the ωB97M-V functional and the def2-TZVPD basis.

total energy	-2531.43487	Eh
molecular weight	818.8	g/mol
ΔE to the lowest compared entry with this formula, charge and spin	1.5	kcal/mol
lowest unoccupied orbital energy	-0.453	eV

ORCA input file:
```
! wB97M-V def2-TZVPD RIJCOSX def2/J DEFGRID3
* xyz 0 1
Pb 0.6675 1.2553 2.0254
O 1.8232 5.1353 0.3206
C 1.0422 4.2866 0.7122
O 1.4336 3.0830 1.0272
C -0.4210 4.6245 0.8402
C -0.7411 5.9595 0.7439
C -2.0615 6.3926 0.7779
C -3.0903 5.4709 0.8160
C -2.7950 4.1276 0.8831
C -1.4451 3.6347 0.9971
O -1.2335 2.4020 1.2635
N -3.9232 3.2183 0.8299
O -5.0042 3.6283 1.2268
O -3.7702 2.1104 0.3403
N -2.3750 7.8044 0.7265
O -3.5502 8.1316 0.6651
O -1.4478 8.5960 0.7437
H 0.0611 6.6752 0.6328
H -4.1159 5.8013 0.7625
N 4.0990 2.1810 1.4785
N 3.2921 0.9685 1.5644
H 4.2339 2.5050 2.4296
H 3.4756 2.8688 1.0578
H 3.8000 0.3441 2.1806
H 3.3461 0.5580 0.6392
N 0.1729 -0.8449 0.7972
P 0.6377 -1.7171 -0.4805
C -0.8026 -2.2102 -1.4584
C -1.6025 -1.1612 -1.9197
C -2.8152 -1.4289 -2.5279
C -3.2392 -2.7430 -2.6709
C -2.4494 -3.7857 -2.2109
C -1.2356 -3.5232 -1.5932
C 1.8019 -0.8332 -1.5468
C 1.4514 -0.3620 -2.8080
C 2.4142 0.2187 -3.6210
C 3.7262 0.3226 -3.1864
C 4.0855 -0.1641 -1.9370
C 3.1298 -0.7479 -1.1236
C 1.6038 -3.2029 -0.0711
C 1.9677 -4.0936 -1.0791
C 2.7199 -5.2148 -0.7710
C 3.1167 -5.4470 0.5394
C 2.7896 -4.5412 1.5379
C 2.0410 -3.4145 1.2309
H -1.2823 -0.1359 -1.7725
H -3.4414 -0.6133 -2.8644
H -4.1952 -2.9551 -3.1313
H -2.7895 -4.8078 -2.3148
H -0.6421 -4.3397 -1.2028
H 0.4346 -0.4573 -3.1619
H 2.1346 0.5821 -4.6009
H 4.4744 0.7698 -3.8272
H 5.1132 -0.1067 -1.6031
H 3.4127 -1.1725 -0.1669
H 1.6641 -3.8974 -2.1015
H 2.9937 -5.9098 -1.5541
H 3.6881 -6.3335 0.7815
H 3.1065 -4.7155 2.5579
H 1.7931 -2.6871 1.9953
C -3.5011 -2.2056 2.4406
C -3.4136 -0.9641 1.8291
C -2.2064 -0.5185 1.3113
C -1.0671 -1.3127 1.3936
C -1.1522 -2.5439 2.0450
C -2.3619 -2.9866 2.5597
H -4.4492 -2.5660 2.8186
H -4.2852 -0.3294 1.7358
H -2.1571 0.4511 0.8368
H -0.2769 -3.1675 2.1504
H -2.4078 -3.9456 3.0610
*
```